{"formula": "C4H6O4S2", "method": "wB97M-V/def2-TZVPD", "homo_lumo_gap_ha": 0.3114, "charge": 0, "elements": ["C", "C", "C", "C", "O", "O", "O", "O", "S", "S", "H", "H", "H", "H", "H", "H"], "xyz": [[2.448, -0.458, -1.039], [-0.876, 1.290, 0.055], [-1.240, -0.086, 0.528], [-0.732, -1.197, -0.518], [2.327, 2.139, 0.415], [0.320, 1.235, -0.836], [1.267, -2.788, 0.049], [1.274, -0.104, 1.066], [1.789, 0.947, -0.125], [1.132, -1.337, -0.210], [-0.633, 2.081, 0.856], [-1.515, 1.741, -0.616], [-0.846, -0.290, 1.576], [-2.443, -0.161, 0.525], [-1.250, -2.132, -0.204], [-1.022, -0.880, -1.520]], "nbo_charge": [-0.88, -0.09, -0.45, -0.58, -0.83, -0.72, -0.83, -0.86, 2.09, 1.73, 0.21, 0.21, 0.25, 0.23, 0.26, 0.25]}



{"formula": "C5H4IrLiO6", "method": "wB97M-V/def2-TZVPD", "spin_multiplicity": 6, "homo_lumo_gap_ha": [0.3037, 0.2527], "charge": 3, "elements": ["O", "C", "O", "O", "Ir", "O", "C", "O", "O", "C", "C", "C", "Li", "H", "H", "H", "H"], "xyz": [[4.551, 4.417, -1.410], [3.819, 3.563, -1.210], [3.093, 2.672, -0.996], [1.541, -0.490, -0.132], [2.092, 1.120, -0.623], [-3.014, 0.936, 1.820], [-2.674, 0.199, 0.874], [-3.344, 0.028, -0.172], [-1.553, -0.544, 1.056], [-0.887, -0.977, -0.108], [0.784, -2.633, 0.464], [0.618, -1.241, 0.230], [-4.522, 1.423, 0.639], [-1.520, -1.804, -0.465], [-0.885, -0.382, -1.033], [0.602, -3.372, -0.316], [1.297, -2.919, 1.383]], "nbo_charge": [-0.23, 1.13, -0.69, -0.58, 1.44, -0.28, 0.91, -0.45, -0.45, -0.20, -0.24, 0.57, 0.98, 0.29, 0.23, 0.30, 0.28]}



{"formula": "C16H46N2O10", "method": "wB97M-V/def2-TZVPD", "homo_lumo_gap_ha": 0.3384, "charge": 0, "elements": ["C", "C", "O", "O", "H", "H", "H", "H", "H", "H", "C", "C", "O", "O", "H", "H", "H", "H", "H", "H", "C", "C", "O", "O", "H", "H", "H", "H", "H", "H", "C", "C", "O", "O", "H", "H", "H", "H", "H", "H", "C", "C", "C", "O", "C", "N", "H", "H", "H", "H", "H", "H", "H", "H", "H", "H", "H", "C", "C", "C", "O", "C", "N", "H", "H", "H", "H", "H", "H", "H", "H", "H", "H", "H"], "xyz": [[-1.397, 5.443, 0.490], [-1.711, 4.489, 1.747], [-0.995, 3.277, 1.795], [-1.969, 5.039, -0.722], [-0.315, 5.385, 0.376], [-1.688, 6.470, 0.712], [-2.749, 4.158, 1.742], [-1.663, 5.088, 2.657], [-0.110, 3.635, 1.898], [-1.307, 4.437, -1.067], [-5.621, 2.816, -3.382], [-4.267, 2.604, -2.758], [-4.144, 1.344, -2.205], [-5.773, 2.530, -4.788], [-5.600, 3.898, -3.513], [-6.450, 2.448, -2.778], [-4.078, 3.304, -1.943], [-3.399, 2.678, -3.413], [-3.312, 1.394, -1.729], [-5.760, 1.571, -4.752], [4.351, -1.190, -0.574], [3.119, -0.734, 0.078], [2.373, -1.907, 0.457], [5.325, -1.593, 0.388], [4.962, -0.481, -1.133], [4.124, -2.026, -1.235], [2.377, -0.195, -0.511], [3.443, -0.140, 0.932], [2.752, -2.143, 1.307], [4.940, -2.339, 0.855], [-2.072, 0.339, 0.571], [-0.702, -0.201, 0.206], [-0.376, -1.360, 0.982], [-2.380, 1.639, -0.001], [-2.009, 0.426, 1.656], [-2.825, -0.437, 0.433], [-0.048, 0.639, 0.439], [-0.546, -0.457, -0.842], [0.465, -1.723, 0.696], [-1.937, 2.233, 0.609], [2.508, -2.743, 5.331], [2.142, -1.915, 4.040], [1.747, -0.414, 4.136], [0.850, -0.045, 5.204], [-0.441, -0.607, 5.022], [3.210, -2.201, 3.085], [2.997, -2.092, 6.056], [3.012, -3.709, 5.297], [1.562, -2.995, 5.810], [1.250, -2.381, 3.622], [1.271, -0.121, 3.200], [2.647, 0.198, 4.198], [-0.945, -0.322, 4.098], [-1.137, -0.457, 5.848], [-0.313, -1.688, 4.987], [3.938, -1.513, 3.219], [3.670, -3.098, 3.138], [1.864, -3.765, -3.030], [0.747, -2.781, -2.655], [0.852, -1.533, -3.588], [-0.372, -0.812, -3.611], [-0.457, 0.242, -4.519], [-0.495, -3.437, -2.959], [2.757, -3.254, -2.671], [1.901, -3.904, -4.110], [1.819, -4.673, -2.427], [0.723, -2.597, -1.581], [1.180, -1.856, -4.575], [1.634, -0.946, -3.106], [0.382, 0.928, -4.408], [-1.428, 0.707, -4.346], [-0.386, -0.218, -5.505], [-1.164, -2.679, -2.942], [-0.558, -3.676, -3.938]], "mulliken_charge": [-0.43, -0.64, -0.47, -0.45, 0.31, 0.34, 0.32, 0.42, 0.29, 0.28, -0.71, 0.10, -0.54, -0.51, 0.29, 0.32, 0.15, 0.25, 0.37, 0.31, -0.37, -0.21, -0.40, -0.56, 0.36, 0.15, 0.33, 0.17, 0.26, 0.30, -0.72, 0.94, -0.63, -0.41, 0.13, 0.43, 0.01, -0.30, 0.32, 0.15, -1.38, 0.33, -0.53, -0.44, -0.37, -0.50, 0.33, 0.43, 0.29, 0.15, 0.14, 0.45, -0.04, 0.33, 0.27, 0.26, 0.29, -1.37, 1.18, -0.86, -0.32, -0.78, -0.84, 0.15, 0.44, 0.38, -0.24, 0.58, 0.31, 0.32, 0.14, 0.34, 0.29, 0.29]}



{"formula": "C3H3F3O", "method": "wB97M-V/def2-TZVPD", "spin_multiplicity": 3, "homo_lumo_gap_ha": [0.1855, 0.3670], "charge": 0, "elements": ["C", "C", "C", "O", "F", "F", "F", "H", "H", "H"], "xyz": [[-1.174, -0.188, -0.157], [0.637, -0.229, -0.175], [-0.291, 0.330, 0.886], [1.405, 0.596, -0.989], [1.088, -1.498, -0.168], [-0.264, 1.736, 0.940], [-0.151, -0.269, 2.076], [-1.537, 0.629, -0.723], [-1.717, -1.090, -0.075], [2.004, -0.017, -1.613]], "nbo_charge": [-0.43, 0.51, 0.57, -0.66, -0.31, -0.32, -0.29, 0.22, 0.22, 0.50]}



{"formula": "C36H26Cl2MnN6O2", "method": "wB97M-V/def2-TZVPD", "spin_multiplicity": 2, "homo_lumo_gap_ha": [0.2219, 0.1820], "charge": -2, "elements": ["Mn", "Cl", "C", "C", "C", "N", "C", "O", "C", "C", "C", "C", "C", "N", "C", "C", "C", "Cl", "N", "C", "O", "C", "C", "C", "C", "C", "N", "H", "H", "H", "H", "H", "H", "H", "H", "H", "H", "C", "N", "C", "C", "C", "C", "C", "N", "C", "C", "C", "C", "C", "C", "H", "H", "H", "H", "H", "H", "H", "H", "H", "H", "H", "C", "C", "C", "C", "C", "C", "H", "H", "H", "H", "H"], "xyz": [[-0.395, 0.167, 0.668], [1.869, 4.640, -4.170], [1.417, 3.925, -2.639], [0.779, 2.693, -2.649], [0.405, 2.068, -1.459], [-0.170, 0.800, -1.386], [-0.895, 0.357, -2.416], [-1.283, 0.971, -3.423], [-1.318, -1.089, -2.320], [-2.675, -1.407, -2.317], [-3.042, -2.736, -2.340], [-2.046, -3.706, -2.370], [-0.728, -3.288, -2.379], [-0.357, -2.009, -2.364], [0.691, 2.727, -0.230], [1.319, 3.972, -0.244], [1.681, 4.565, -1.445], [2.466, 6.129, -1.403], [0.334, 2.016, 0.910], [0.548, 2.446, 2.152], [1.021, 3.522, 2.562], [0.162, 1.394, 3.158], [0.299, 1.633, 4.516], [-0.021, 0.630, 5.415], [-0.462, -0.588, 4.913], [-0.576, -0.753, 3.543], [-0.279, 0.219, 2.670], [0.559, 2.217, -3.590], [-3.401, -0.606, -2.280], [-4.088, -3.020, -2.310], [-2.283, -4.762, -2.355], [0.078, -4.016, -2.385], [1.522, 4.466, 0.693], [0.660, 2.607, 4.816], [0.072, 0.790, 6.482], [-0.721, -1.409, 5.568], [-0.918, -1.687, 3.113], [2.842, -0.013, 0.550], [1.563, -0.691, 0.672], [1.568, -1.961, 0.854], [0.321, -2.647, 0.913], [-0.016, -3.971, 1.222], [-1.414, -4.016, 1.195], [-1.843, -2.719, 0.863], [-0.801, -1.893, 0.695], [3.528, -0.256, -0.778], [4.910, -0.138, -0.881], [5.551, -0.315, -2.101], [4.808, -0.616, -3.234], [3.428, -0.742, -3.134], [2.787, -0.567, -1.916], [3.520, -0.310, 1.361], [2.661, 1.058, 0.664], [2.505, -2.519, 0.961], [0.671, -4.777, 1.437], [-2.047, -4.876, 1.366], [-2.852, -2.360, 0.731], [5.492, 0.098, 0.004], [6.629, -0.217, -2.165], [5.301, -0.751, -4.190], [2.836, -0.975, -4.011], [1.711, -0.673, -1.841], [-5.135, 1.477, 0.731], [-4.651, 0.515, 1.608], [-3.303, 0.169, 1.595], [-2.358, 0.731, 0.715], [-2.893, 1.719, -0.137], [-4.236, 2.083, -0.139], [-6.185, 1.753, 0.731], [-5.327, 0.032, 2.310], [-2.980, -0.584, 2.310], [-2.239, 2.229, -0.838], [-4.582, 2.848, -0.828]], "mulliken_charge": [-1.32, -0.28, -0.16, -0.25, -0.20, 1.09, -0.16, -0.78, 0.49, -0.66, -0.58, -0.44, -0.37, -0.08, -0.65, -0.97, 0.14, -0.29, 0.82, 0.12, -0.90, 0.19, -0.56, -0.45, -0.93, -0.21, 0.60, 0.58, 0.46, 0.34, 0.38, 0.36, 0.69, 0.51, 0.38, 0.44, 0.25, -1.90, 0.46, -0.71, 0.00, -1.20, -1.13, -1.11, 2.35, 0.74, -0.80, -0.46, -0.61, -0.45, 0.53, 0.52, 0.35, 0.35, 0.49, 0.40, 0.54, 0.37, 0.36, 0.36, 0.45, -0.13, -0.49, -0.84, 0.09, 1.13, 0.05, -0.79, 0.34, 0.37, 0.21, 0.17, 0.38]}



{"formula": "C8H12", "method": "wB97M-V/def2-TZVPD", "homo_lumo_gap_ha": 0.2839, "charge": 0, "elements": ["C", "C", "C", "C", "C", "C", "C", "C", "H", "H", "H", "H", "H", "H", "H", "H", "H", "H", "H", "H"], "xyz": [[-0.817, 1.302, 1.832], [-1.196, -0.003, 1.087], [-1.372, 0.102, -0.418], [-2.649, -0.154, -0.903], [1.020, -0.372, -0.605], [-0.156, 0.091, -1.228], [3.437, -0.697, -0.445], [2.328, -0.444, -1.229], [-1.124, 1.364, 2.908], [0.251, 1.327, 1.984], [-1.289, 2.076, 1.244], [-2.209, -0.055, 1.628], [-0.712, -0.891, 1.467], [-2.868, 0.275, -1.985], [-3.550, -0.707, -0.400], [0.905, -1.116, 0.199], [-0.189, 0.267, -2.371], [4.362, -0.346, -0.845], [3.427, -1.512, 0.413], [2.400, -0.508, -2.335]], "nbo_charge": [-0.60, -0.44, -0.05, -0.38, -0.24, -0.20, -0.39, -0.22, 0.21, 0.21, 0.22, 0.21, 0.21, 0.19, 0.22, 0.21, 0.22, 0.20, 0.21, 0.22]}



{"formula": "C6H13N", "method": "wB97M-V/def2-TZVPD", "spin_multiplicity": 2, "homo_lumo_gap_ha": [0.3289, 0.1859], "charge": 1, "elements": ["C", "C", "C", "C", "C", "C", "N", "H", "H", "H", "H", "H", "H", "H", "H", "H", "H", "H", "H", "H"], "xyz": [[-0.455, -0.602, -2.517], [-0.414, -0.617, -0.989], [0.666, 0.215, -0.337], [1.036, -0.378, 1.071], [0.680, 1.600, 2.492], [0.386, 0.283, 2.167], [-1.701, -0.387, -0.335], [0.496, -0.905, -2.947], [-1.265, -1.263, -2.793], [-0.637, 0.402, -2.908], [-0.256, -1.649, -0.683], [1.582, 0.246, -0.926], [0.353, 1.256, -0.237], [2.108, -0.165, 1.190], [0.851, -1.450, 1.044], [-0.118, 2.273, 2.796], [1.675, 1.988, 2.292], [-0.464, -0.183, 2.659], [-2.166, 0.484, -0.560], [-2.356, -1.148, -0.478]], "nbo_charge": [-0.61, -0.06, -0.35, -0.50, -0.11, 0.09, -0.79, 0.23, 0.23, 0.22, 0.19, 0.24, 0.21, 0.28, 0.26, 0.24, 0.22, 0.25, 0.37, 0.39]}



{"formula": "C3H6NO2", "method": "wB97M-V/def2-TZVPD", "homo_lumo_gap_ha": 0.2531, "charge": -1, "elements": ["O", "C", "C", "N", "C", "O", "H", "H", "H", "H", "H", "H"], "xyz": [[-0.746, -0.903, 2.734], [-0.302, -0.857, 1.616], [-0.166, 0.312, 0.773], [0.818, 0.362, -0.276], [0.225, 0.121, -1.643], [-1.075, 0.041, -1.556], [-0.338, -1.915, 1.098], [0.020, 1.183, 1.424], [-1.216, 0.456, 0.369], [1.584, 1.014, -0.276], [0.631, -0.769, -2.013], [0.565, 0.956, -2.251]], "nbo_charge": [-0.60, 0.46, -0.37, -0.72, 0.14, -0.93, 0.08, 0.18, 0.30, 0.35, 0.07, 0.05]}



Molar mass per entry: 182.22 359.24 426.55 112.05 700.49 108.18 99.18 88.09 u
Relative energy (zero: lowest compared OMol25 entry of this formula, charge and spin) per entry: 213.44 0.00 48.09 73.30 0.43 87.36 48.52 75.62 kcal per mole